54
Properties=species:S:1:pos:R:3:forces:R:3:lowdin_charge:R:1 method="wB97M-V/def2-TZVPD" total_charge=0 multiplicity=2 homo_lumo_gap_ev="8.8 / 7.5" s2=0.759 homo_ev="-8.851 / -8.729"
Na -0.2796 0.7842 0.7428 0.072 0.146 0.660 0.370
S -2.9530 1.8663 2.6351 2.202 0.306 -0.822 0.257
O -3.4308 0.5748 2.1165 -1.316 -2.331 -0.542 -0.251
O -1.9341 2.3106 1.6896 0.501 0.494 0.185 -0.338
O -4.2406 2.5563 2.3274 -0.588 0.532 0.744 -0.179
O -2.4901 1.7591 3.9921 -0.739 0.579 -0.001 -0.288
C 3.4072 2.1416 -1.7636 0.766 4.771 0.626 -0.772
O 4.4349 2.7991 -1.9562 -0.185 -0.702 -0.117 0.009
N 2.2721 2.7382 -1.3364 -0.455 1.978 0.275 0.168
N 3.2233 0.8937 -1.9254 0.735 -5.129 -1.189 0.173
H 1.4062 2.2864 -1.0793 0.044 0.049 0.033 0.063
H 2.3864 3.7369 -1.2382 -0.407 -0.210 0.284 0.121
H 3.9976 0.3514 -2.2809 -0.330 -0.111 0.112 0.135
H 2.3256 0.4915 -1.6960 0.050 -0.562 -0.039 0.055
C 0.9599 -1.6490 -1.3142 -0.510 -2.942 0.444 -0.785
O 1.0443 -0.5392 -0.9422 1.447 6.289 3.076 0.019
N 1.1368 -2.6988 -0.5137 0.202 -1.498 0.503 0.209
N 0.6273 -1.8292 -2.5519 -0.518 -1.464 -3.316 0.196
H 0.7707 -3.5904 -0.8157 0.406 0.014 0.323 0.111
H 1.7667 -2.5968 0.2691 -0.588 -0.100 -0.007 0.121
H 0.5837 -0.9627 -3.0690 -0.609 -0.489 -0.219 0.122
H 0.1126 -2.6717 -2.7650 -0.167 0.290 -0.645 0.099
C -1.3077 -2.0547 2.7284 -1.150 2.470 -0.762 -0.721
O -0.7175 -1.1342 2.1751 0.296 -0.066 -0.601 0.039
N -2.6215 -2.1119 2.9233 -2.806 0.975 -0.651 0.169
N -0.7799 -3.1052 3.2603 3.140 -3.342 1.498 0.167
H -3.1885 -1.3881 2.5052 -0.028 0.226 0.439 0.068
H -3.0751 -2.8503 3.4420 0.151 0.337 -0.313 0.110
H -1.3680 -3.6216 3.8987 0.844 -0.200 -0.104 0.114
H 0.2277 -3.1736 3.2732 -0.302 -0.160 0.334 0.123
C 3.0931 1.2413 2.1884 -4.971 1.215 0.849 -0.781
O 1.8647 1.4084 2.0818 0.192 0.329 0.295 0.030
N 3.7315 0.5568 1.3464 2.555 -3.194 -4.636 0.195
N 3.8417 1.6907 3.1374 1.479 1.943 4.249 0.182
H 4.7093 0.3676 1.5144 -0.266 -0.061 -0.867 0.126
H 3.2548 0.5481 0.4561 0.753 -0.674 -0.353 0.094
H 4.8494 1.6383 3.0936 -0.429 0.068 0.268 0.117
H 3.3710 1.9243 3.9999 0.401 0.284 -0.098 0.129
C -0.8987 2.2351 -2.4527 2.259 -0.887 3.398 -0.697
O -0.6176 1.8709 -1.3024 -0.752 0.236 -0.116 0.007
N -0.0104 2.1791 -3.4119 2.543 -0.301 -3.364 0.174
N -1.9993 2.7598 -2.9178 -3.761 0.737 -0.718 0.184
H 0.9881 2.0923 -3.2867 -0.255 -0.131 0.563 0.100
H -0.2652 2.6712 -4.2563 0.420 -0.056 0.068 0.116
H -2.8271 2.8516 -2.3466 0.208 -0.231 0.114 0.133
H -2.1435 2.4356 -3.8635 -0.687 0.529 0.047 0.118
C -2.6338 -2.4833 -1.1896 3.457 -3.419 -0.791 -0.735
O -1.7943 -3.1932 -1.7870 -0.676 0.098 -0.412 -0.028
N -3.5983 -3.0037 -0.4827 -3.041 -1.387 1.420 0.178
N -2.4689 -1.2218 -1.0124 0.110 4.247 -0.001 0.215
H -4.1678 -2.3934 0.0859 -0.054 -0.492 -0.040 0.110
H -3.7604 -4.0004 -0.4638 0.130 0.394 -0.115 0.124
H -1.6680 -0.7565 -1.4150 -0.297 0.057 0.143 0.104
H -3.1470 -0.7317 -0.4466 0.525 0.545 -0.109 0.117



48
Properties=species:S:1:pos:R:3:forces:R:3:lowdin_charge:R:1 method="wB97M-V/def2-TZVPD" total_charge=-1 multiplicity=2 homo_lumo_gap_ev="2.1 / 9.7" s2=0.750 homo_ev="0.291 / -6.976"
C -0.5166 -6.0488 1.5299 -0.658 6.109 0.736 -0.936
O -0.1122 -4.9262 1.8011 -0.584 1.659 -0.239 0.009
N 0.3481 -6.9293 1.3511 6.269 -6.767 -0.960 0.135
N -1.7578 -6.3974 1.3108 -3.221 -1.255 0.624 0.132
H 1.2821 -6.6501 1.0868 -0.106 0.157 0.665 0.114
H 0.2044 -7.9290 1.3457 -0.323 0.262 -0.377 0.100
H -2.3293 -5.8293 0.7019 -0.209 -0.155 0.325 0.080
H -1.8304 -7.3998 1.4102 -1.100 0.166 -0.884 0.082
C 3.7371 3.2811 0.9934 -1.003 -0.441 0.265 -0.773
O 4.9143 3.3931 1.1390 3.161 -0.197 0.444 0.036
N 2.9593 4.3459 0.8674 -1.354 1.953 -0.274 0.156
N 3.0490 2.1304 1.0067 -0.189 -1.649 -0.091 0.163
H 2.0014 4.2095 0.5776 0.050 0.482 -0.067 0.075
H 3.4364 5.2332 0.9395 -0.496 -0.182 -0.312 0.109
H 3.5482 1.2908 1.2632 -0.188 0.145 -0.192 0.109
H 2.0460 2.1394 0.8886 -0.104 -0.282 0.060 0.065
C 0.0462 -0.9520 0.9751 -0.952 2.035 0.133 -0.745
O -0.1519 0.1966 1.4208 0.547 -0.748 0.413 -0.038
N -0.8310 -1.5959 0.2460 -1.697 0.056 -0.490 0.157
N 1.1515 -1.6080 1.1050 3.339 -0.713 1.311 0.190
H -0.5167 -2.4572 -0.1779 -1.051 0.064 -0.420 0.052
H -1.6540 -1.0263 0.1109 -0.427 -1.001 -0.691 0.062
H 1.8956 -1.1028 1.5645 0.124 -0.655 -0.066 0.120
H 1.2028 -2.5857 0.8568 0.374 0.229 0.243 0.101
C -3.8000 2.6844 -1.7986 0.649 2.841 -2.707 -0.808
O -3.1670 3.6216 -2.3326 -1.700 -0.528 1.456 -0.005
N -5.0999 2.5057 -1.6209 -4.707 3.543 -0.583 0.106
N -3.3379 1.5485 -1.4716 4.737 -5.616 1.728 0.124
H -5.5482 1.6650 -1.2855 0.289 0.436 0.149 0.066
H -5.6688 3.3256 -1.7764 -0.344 -0.390 -0.202 0.099
H -3.9904 0.7777 -1.4597 0.703 -0.275 0.468 0.035
H -2.4200 1.4110 -1.0734 0.079 -0.132 -0.634 0.087
C -0.6286 3.0885 0.0424 1.009 1.233 -1.740 -0.814
O 0.4611 2.7731 -0.4004 2.190 -0.081 -0.115 0.012
N -1.3451 2.4180 0.8317 -2.976 -4.239 3.943 0.169
N -1.2666 4.1741 -0.2888 -0.535 5.293 -1.786 0.158
H -0.9688 1.5364 1.1502 -0.099 -0.743 0.104 0.036
H -2.3401 2.5722 0.9107 0.389 0.107 0.214 0.108
H -0.7332 4.9628 -0.6258 -0.176 -0.385 -0.447 0.115
H -2.1984 4.4215 0.0124 0.381 -0.354 0.011 0.103
C 2.9582 -0.8054 -1.2816 -2.497 -4.655 -2.891 -0.920
O 3.8550 -1.0789 -0.6170 6.031 -1.009 5.144 0.088
N 2.4660 0.2842 -1.6120 -2.052 8.079 -0.883 0.203
N 2.2485 -1.7515 -1.9083 -1.481 -3.843 -1.773 0.124
H 2.6076 1.0265 -0.9420 -0.293 0.717 -0.594 0.090
H 1.7425 0.2746 -2.3166 0.075 0.887 0.729 0.115
H 2.5641 -2.7108 -1.9245 -0.016 0.299 0.021 0.085
H 1.4876 -1.5072 -2.5259 0.141 -0.456 0.236 0.068



49
Properties=species:S:1:pos:R:3:forces:R:3:lowdin_charge:R:1 method="wB97M-V/def2-TZVPD" total_charge=+1 multiplicity=4 homo_lumo_gap_ev="6.3 / 7.7" s2=3.750 homo_ev="-11.317 / -11.364"
Ti -0.4881 0.1088 1.1464 0.009 -0.079 -0.036 0.993
C 1.9121 -0.3139 -5.4352 -0.970 2.286 2.235 -0.821
O 1.3923 -0.0189 -4.3849 -1.210 0.006 1.918 0.019
N 2.2057 0.6125 -6.3106 0.836 2.368 -2.476 0.162
N 2.2549 -1.4947 -5.7906 1.825 -5.546 -1.775 0.170
H 2.0045 1.5706 -6.0621 0.206 -0.273 -0.257 0.124
H 2.6900 0.3590 -7.1598 -0.235 0.624 0.109 0.109
H 2.1335 -2.3362 -5.2454 -0.206 0.637 0.240 0.125
H 2.9169 -1.6030 -6.5456 -0.278 -0.103 0.090 0.113
C 1.5618 6.6019 -1.7834 0.436 -1.929 -1.201 -0.822
O 1.7908 6.2227 -2.8985 0.939 -1.260 -1.687 0.054
N 1.0579 7.7441 -1.5366 -2.236 5.914 0.657 0.159
N 1.6741 5.9293 -0.6547 0.931 -3.092 2.815 0.150
H 1.0200 8.4204 -2.2858 -0.165 -0.063 0.359 0.132
H 0.8595 8.0015 -0.5803 -0.037 0.503 -0.599 0.113
H 1.5114 6.3903 0.2291 0.251 -0.383 -0.255 0.101
H 2.1238 5.0251 -0.6361 -0.112 0.312 -0.089 0.113
C 0.8571 -2.5938 6.7288 2.586 1.887 -1.958 -0.818
O 0.6421 -1.7884 5.8633 -0.368 1.308 -2.186 0.028
N 2.0488 -3.0940 7.0225 2.401 -1.287 0.543 0.160
N -0.0232 -2.9716 7.5753 -4.050 -1.792 2.919 0.164
H 2.0556 -3.6245 7.8819 0.944 0.040 -0.409 0.104
H 2.8787 -2.9883 6.4566 -0.413 0.111 0.240 0.120
H 0.2114 -3.8455 8.0241 -1.019 0.087 0.185 0.115
H -0.9600 -2.7873 7.2460 -0.109 -0.312 0.555 0.130
C 5.5802 -1.2893 1.3896 -1.193 2.684 -4.545 -0.783
O 4.6643 -0.4800 1.2397 -1.327 -0.620 1.147 -0.002
N 6.3336 -1.3941 2.4258 1.100 0.551 5.149 0.161
N 6.1290 -1.8282 0.3237 1.124 -2.511 -2.939 0.155
H 7.3377 -1.4614 2.3395 -0.273 -0.091 -0.018 0.123
H 5.9878 -0.6227 2.9784 0.759 -0.105 1.104 0.121
H 6.9611 -2.3895 0.4358 -0.343 -0.129 -0.237 0.108
H 5.6356 -1.9181 -0.5530 0.037 0.238 0.341 0.118
C -4.8086 2.6117 -2.4926 -1.010 -2.695 3.388 -0.718
O -4.3168 1.8084 -1.6491 -0.770 1.303 -1.394 -0.052
N -4.0704 3.2915 -3.3235 1.859 0.847 -1.495 0.163
N -6.1368 2.8394 -2.5767 -0.782 -0.010 0.209 0.153
H -3.1870 2.8091 -3.4070 0.241 0.738 -0.647 0.124
H -4.5094 3.8171 -4.0658 0.589 -0.205 -0.059 0.116
H -6.7374 2.3617 -1.9200 0.104 0.202 -0.306 0.113
H -6.5218 3.3914 -3.3299 -0.109 -0.229 0.381 0.104
C -5.0886 -4.7328 1.4877 -1.666 -0.071 0.115 -0.758
O -4.0210 -4.2485 1.7382 1.954 0.395 0.864 0.031
N -5.7963 -5.5541 2.3116 1.161 -0.160 0.927 0.146
N -5.7702 -4.4045 0.3971 -0.728 0.172 -1.569 0.149
H -5.2715 -5.6507 3.1692 -0.785 -0.712 0.154 0.108
H -6.6831 -5.9851 2.0927 0.456 0.114 0.362 0.104
H -6.6798 -4.8291 0.2850 0.227 0.692 -0.650 0.105
H -5.3618 -3.6684 -0.1608 -0.577 -0.361 -0.220 0.116



49
Properties=species:S:1:pos:R:3:forces:R:3:lowdin_charge:R:1 method="wB97M-V/def2-TZVPD" total_charge=+3 multiplicity=1 homo_lumo_gap_ev=9.8 homo_ev=-18.115
Tl 7.7680 37.7680 -2.7657 -1.049 -3.530 -0.774 1.048
C 9.6300 35.8267 -1.1657 0.502 -2.492 2.012 -0.754
O 8.6321 36.3740 -1.4760 -5.337 1.159 0.679 0.023
N 10.1138 35.7020 0.0497 0.470 1.714 2.712 0.241
N 10.1131 35.0258 -2.0001 4.333 -3.329 -2.517 0.237
H 9.7874 36.3924 0.7106 0.246 -0.340 0.234 0.130
H 11.0086 35.2675 0.2250 -0.264 -0.037 0.150 0.145
H 11.0697 34.8084 -1.7597 0.034 -1.100 -1.054 0.154
H 9.7073 34.8727 -2.9123 0.754 0.106 1.031 0.082
C 10.0678 36.5506 -4.5106 3.729 -7.439 -3.519 -0.762
O 9.2564 37.1594 -3.9830 -4.999 5.204 2.102 0.100
N 11.1208 36.9484 -5.0736 4.278 5.238 -1.426 0.256
N 10.0932 35.2429 -4.5432 -1.277 -4.482 -1.084 0.177
H 11.3082 37.8868 -4.7506 0.979 -0.003 -1.136 0.115
H 11.6469 36.5296 -5.8273 -0.132 0.009 0.268 0.172
H 9.2754 34.6560 -4.4610 -0.162 0.098 -0.575 0.155
H 10.9458 34.7665 -4.8005 -0.310 -0.081 -0.118 0.160
C 7.1745 38.9867 0.0774 -0.703 -1.424 0.038 -0.715
O 7.7363 38.3551 -0.8035 -4.386 -0.176 5.125 -0.078
N 6.4034 38.4323 0.9334 -3.271 -3.312 2.989 0.230
N 7.2882 40.2368 0.2722 2.057 4.815 -0.938 0.243
H 6.3853 37.4239 0.9864 -0.249 0.172 0.083 0.146
H 5.8364 38.9579 1.5833 0.261 -0.289 0.166 0.145
H 6.7849 40.7869 0.9535 0.390 -0.082 -0.103 0.159
H 7.9473 40.6416 -0.3773 -0.305 0.808 0.424 0.137
C 6.9545 40.8829 -2.7065 -2.755 -1.204 2.404 -0.732
O 7.3463 39.7555 -2.7150 1.567 0.472 -1.384 -0.006
N 5.8731 41.1715 -2.0202 -3.345 0.580 0.734 0.211
N 7.5857 41.9081 -3.0579 2.935 3.478 -1.866 0.259
H 5.2892 40.4337 -1.6529 -0.038 0.353 -0.215 0.125
H 5.4923 42.0944 -2.1730 -0.681 -0.305 0.377 0.143
H 7.1890 42.6790 -2.5397 1.511 1.041 -0.727 0.153
H 8.5589 41.6830 -3.2074 0.182 1.263 -0.231 0.159
C 10.4953 38.6312 -1.6877 0.908 2.933 -1.692 -0.647
O 9.2961 38.6115 -1.8405 6.136 1.980 -1.141 -0.067
N 11.3188 39.0498 -2.6353 1.503 -0.134 -2.319 0.216
N 11.1009 38.6414 -0.5477 0.594 -1.078 3.071 0.244
H 10.9814 39.1981 -3.5756 0.203 0.385 0.498 0.117
H 12.2121 39.4013 -2.3213 0.016 0.140 -0.878 0.142
H 10.5247 38.5893 0.2801 0.720 -0.109 0.177 0.146
H 12.1078 38.5732 -0.5887 -0.202 0.035 1.063 0.150
C 4.8270 38.1957 -3.3748 1.251 -0.499 0.631 -0.673
O 6.0549 38.1066 -3.5420 -2.730 -0.877 -3.781 -0.015
N 4.2806 37.8266 -2.2862 -1.335 -1.959 5.339 0.237
N 3.9920 38.7209 -4.1677 -1.323 1.734 -3.366 0.270
H 4.7905 37.3521 -1.5548 0.003 0.093 -0.143 0.140
H 3.2854 37.8880 -2.1253 0.131 -0.179 -0.008 0.156
H 3.0584 38.7822 -3.7871 -0.177 0.364 -1.253 0.158
H 4.2869 38.9341 -5.1099 -0.663 0.287 -0.057 0.169



37
Properties=species:S:1:pos:R:3:forces:R:3:lowdin_charge:R:1 method="wB97M-V/def2-TZVPD" total_charge=-1 multiplicity=1 homo_lumo_gap_ev=8.8 homo_ev=-5.410
C -1.4619 0.2122 2.1401 3.762 2.451 0.759 -0.278
C -1.7615 1.7073 1.9298 -1.736 -1.626 -2.253 -0.085
C -0.5725 -0.1611 1.0397 1.864 -1.279 -4.362 -0.225
N 0.3224 -1.3745 1.3671 1.008 -0.121 -2.775 -0.160
C -0.2951 -2.6409 1.7109 1.940 -0.594 0.071 -0.148
C 1.1554 -1.6988 0.1015 0.395 -0.380 0.442 -0.160
C 2.1049 -0.5361 -0.1789 -0.300 0.240 -1.133 -0.284
O 1.9178 -0.1605 -1.5297 -0.931 0.208 -1.051 -0.139
H -0.7538 -0.0616 2.9488 -1.107 0.535 0.712 0.126
H -2.3258 -0.3095 2.1283 -2.739 -1.919 0.412 0.063
H -2.3983 1.6361 0.9023 1.853 1.010 2.194 0.111
H -2.4745 2.0568 2.6316 -0.518 0.640 0.921 0.037
H -0.8645 2.3259 1.8825 -0.285 -0.033 -0.244 0.078
H 0.0957 0.8020 0.6446 -1.468 -2.939 1.513 0.140
H -1.1367 -0.4682 0.0725 0.453 0.640 1.244 0.142
H -0.5114 -3.3728 0.9828 0.368 -0.430 -2.813 0.053
H -1.2828 -2.5875 1.9448 -2.756 0.773 2.421 0.039
H 0.3537 -3.3416 2.2871 -0.436 1.178 0.830 0.094
H 0.6143 -2.0750 -0.9186 0.542 1.326 2.669 0.141
H 1.8593 -2.5476 0.2722 -0.813 0.172 0.692 0.109
H 3.1741 -0.7989 -0.1701 -0.264 -0.199 0.594 0.123
H 1.9728 0.3788 0.4847 -0.620 -1.963 -0.051 0.093
H 0.7278 1.5102 -1.2346 0.227 -0.155 -0.636 0.011
H -0.3588 2.2963 -0.6607 -1.228 0.592 0.176 -0.004
O 0.5854 2.2791 -0.6651 1.037 0.453 0.358 -0.082
H -0.4253 -0.9088 -2.3841 -1.111 -0.326 -0.193 -0.047
H 0.1813 -1.9151 -3.3211 -0.435 -0.485 0.453 0.038
O -0.4221 -1.9288 -2.5512 0.682 0.020 -0.977 -0.173
H -0.4902 0.7610 -3.2601 -0.024 0.886 -3.850 -0.034
H 0.9560 -0.3166 -1.8387 1.877 0.908 0.726 0.048
O -0.4711 0.5534 -2.3844 0.406 -0.872 3.547 -0.290
H -2.6414 1.2817 -0.9579 -0.660 -1.218 0.731 -0.033
H -1.4359 1.5818 -1.8271 -1.121 -0.429 -0.325 -0.022
O -2.3292 1.9734 -1.5015 1.011 1.567 -0.667 -0.130
H 2.8281 1.2264 -0.0166 1.767 0.820 0.078 -0.040
H 2.3561 2.4944 -0.1690 -0.097 1.306 0.000 -0.009
O 3.2076 2.1271 0.0982 -0.542 -0.758 -0.212 -0.104



38
Properties=species:S:1:pos:R:3:forces:R:3:lowdin_charge:R:1 method="wB97M-V/def2-TZVPD" total_charge=-1 multiplicity=1 homo_lumo_gap_ev=8.2 homo_ev=-5.200
C -0.5274 2.2372 2.2879 -0.947 1.512 -1.861 -0.135
N -0.4283 0.9253 1.6783 -1.504 0.717 0.626 -0.087
C 0.6283 0.7388 0.7285 1.619 -0.767 -0.438 -0.324
C 0.1857 0.1707 -0.6206 -1.096 -0.582 -0.163 -0.164
C -0.0688 1.1741 -1.7015 0.494 0.488 -0.892 -0.193
C -0.7420 0.9253 -2.8200 -0.730 -1.111 -0.168 -0.012
C 1.7891 -0.1541 1.3094 -0.018 -0.196 1.347 -0.205
O 1.4516 -0.7490 2.5473 -0.083 0.116 0.731 -0.109
H -1.3913 2.2976 2.9506 0.671 -0.417 0.930 0.076
H -0.9165 3.0061 1.5726 0.466 -0.580 -0.293 0.077
H 0.4242 2.6832 2.5831 -0.012 -0.224 0.892 0.078
H -0.4263 0.2834 2.4627 0.628 -0.501 -0.531 0.103
H 1.1097 1.7138 0.5393 -0.296 -0.032 0.045 0.122
H -0.7367 -0.4030 -0.4747 -0.035 0.088 0.223 0.111
H 0.8029 -0.6549 -0.9897 0.525 0.326 0.093 0.104
H 0.4230 2.1486 -1.6182 -0.037 -0.047 0.164 0.102
H -1.0000 1.5289 -3.6810 0.600 0.725 0.355 0.061
H -1.2306 -0.0412 -2.9527 0.198 -0.177 0.305 0.074
H 2.1661 -0.9112 0.6207 -0.349 -0.025 -0.303 0.111
H 2.6232 0.4886 1.5944 0.069 0.219 -0.248 0.098
H 0.4064 -3.1448 1.0259 0.154 0.152 -0.572 -0.021
H 0.7810 -4.0199 -0.6531 0.196 -0.343 -0.108 -0.061
O 0.6489 -3.0842 -0.5110 -0.106 0.557 0.340 -0.397
H 3.1073 1.8323 -0.6790 -0.067 0.246 -0.138 0.017
H 3.7626 0.6068 -0.1570 0.204 -0.220 0.084 0.016
O 3.9758 1.5009 -0.4375 -0.069 0.008 -0.065 -0.052
H -3.1469 2.5586 -1.1992 0.457 0.036 -0.629 0.011
H -1.7680 2.7223 -1.8370 -0.317 -0.085 -0.019 -0.026
O -2.6903 2.9797 -1.9601 -0.411 0.468 0.412 -0.106
H 1.1224 -1.6803 2.5222 0.222 0.098 -0.930 0.038
H -0.5030 -2.6931 2.2482 0.161 -0.404 -0.225 0.032
O 0.3336 -3.1431 2.0532 -0.431 0.294 0.589 -0.138
H -1.8770 -3.8389 -2.0165 0.569 0.337 0.517 -0.003
H -0.3831 -3.1055 -1.7856 -0.822 -0.791 0.620 -0.027
O -1.0728 -3.5040 -2.4240 0.113 0.349 -1.066 -0.168
H -2.6699 0.3770 -0.8819 0.545 -0.164 0.002 0.024
H -2.4965 1.0826 0.5286 0.330 -0.603 -0.478 0.034
O -3.0945 0.9210 -0.2229 -0.891 0.536 0.853 -0.061